1.
ORCA calculation (ωB97M-V/def2-TZVPD) on the molecule C2H3NO2 in a non-equilibrium geometry.

Last column: Mulliken charge in e.
Cartesian coordinates (Å):
O -1.851510 -0.898027 -0.360758  -0.397
O 1.315998 -1.133045 -0.079838  -0.328
N 1.272753 0.240613 -0.266881  -0.390
C 0.099505 0.696281 -0.238902  0.011
C -1.226273 0.035290 0.077284  0.115
H 0.004311 1.757683 -0.384638  0.334
H -1.807458 0.432294 0.977225  0.279
H 2.192671 -1.131089 0.276509  0.375

Forces on the atoms, in the same order (eV/Å):
1.4 0.0 -1.3
-0.3 0.5 0.1
-0.5 0.0 -0.1
-1.2 0.0 -0.5
-1.8 -0.7 2.1
0.1 0.4 0.0
1.3 0.9 -0.5
1.0 -1.1 0.3

Calculated values
LUMO level, Eh: 0.0068
Orbital gap, hartree: 0.375
SMILES string: O=C/C=N\O
Strongest force on any atom, eV/Å: 2.88
ΔE to the lowest compared entry with this formula, charge and spin, kJ/mol: 312.6
E, hartree: -283.1389
Charge: 0

=====

2.
ORCA calculation (ωB97M-V/def2-TZVPD) on the molecule C15H17N5O5 in a non-equilibrium geometry.

Last column: Mulliken charge in e.
Cartesian coordinates (Å):
O -3.525692 -1.448259 -2.201455  -0.638
O -1.441159 -0.915754 -2.046799  -0.570
O -0.610043 2.322237 -1.736787  -0.670
O 4.864063 -1.156885 -1.176891  -0.331
O 2.901050 -2.297729 1.585734  -0.708
N 2.073155 -1.211060 -0.202200  0.027
N 0.331700 0.987077 -0.171733  0.082
N -2.616739 -0.774125 -1.759558  0.966
N -3.983222 1.444093 0.648201  0.759
N -2.740211 1.932832 0.591719  -1.209
C 0.729233 -1.361576 0.316602  -0.978
C 3.101773 -1.703257 0.534744  0.512
C 4.489608 -1.571804 0.058156  0.414
C 0.237626 -0.014326 0.863186  -0.678
C 1.659789 1.123152 -0.729584  -0.911
C -0.711696 1.556518 -0.799651  0.776
C -2.076279 1.213409 -0.286387  -0.257
C -4.158954 0.418911 -0.184918  -0.653
C -4.921771 2.070463 1.549456  -0.141
C 6.200986 -1.227630 -1.234003  -0.442
C -2.937369 0.221961 -0.822106  0.728
C 5.606604 -1.908361 0.783765  -0.353
C -6.292502 1.417840 1.524231  -1.398
C 2.125832 -0.237432 -1.268054  -0.634
C 6.715117 -1.679180 -0.056489  -0.528
H -6.736659 1.482224 0.534032  0.362
H 3.126802 -0.155368 -1.679650  0.527
H -0.790951 -0.092612 1.215742  0.390
H 0.875162 0.287580 1.701999  0.374
H -5.074403 -0.121315 -0.303044  0.571
H 0.080251 -1.685878 -0.501979  0.304
H 1.611241 1.859556 -1.532877  0.505
H 2.342496 1.471813 0.052936  0.253
H -6.943958 1.935165 2.222812  0.390
H -4.491648 2.026167 2.555061  0.309
H 7.747915 -1.831590 0.179341  0.451
H -6.234354 0.373889 1.822727  0.358
H 0.749835 -2.111488 1.108274  0.496
H 6.665318 -0.934118 -2.155101  0.468
H 5.607978 -2.272782 1.789775  0.525
H 1.436768 -0.557992 -2.056759  0.249
H -4.992693 3.125634 1.267533  0.305

Forces on the atoms, in the same order (eV/Å):
-0.2 -0.2 -0.1
0.1 0.1 -0.2
-0.1 0.1 -0.2
-0.3 0.0 -0.3
0.3 0.0 0.1
-0.1 -0.2 -0.1
0.2 0.1 0.1
0.0 -0.4 -0.2
0.2 -0.5 -0.4
0.8 0.6 0.2
-0.3 -0.1 0.4
-0.4 -0.1 -0.1
0.9 -0.4 0.9
-0.1 -0.5 0.1
0.2 0.0 -0.4
0.1 0.2 0.2
-0.7 -0.5 -0.4
0.4 -0.4 -0.5
-0.4 0.3 0.5
0.7 -0.2 0.3
-0.4 1.1 1.2
-0.8 0.2 -0.3
0.3 0.1 -0.1
0.2 0.5 -0.2
-0.1 0.2 -0.5
-0.1 0.0 -0.1
-0.2 0.0 0.0
0.1 0.0 0.0
-0.1 0.0 0.0
-0.2 -0.1 0.0
0.1 0.0 0.1
0.1 -0.1 0.1
0.0 0.0 -0.1
0.0 0.0 0.0
0.0 0.0 -0.2
0.2 0.0 0.0
-0.1 -0.1 0.0
-0.1 0.1 -0.1
0.0 0.1 -0.2
-0.1 -0.1 0.2
0.1 0.0 0.0
0.0 -0.1 0.0

Calculated values
LUMO level, Eh: -0.0107
Orbital gap, hartree: 0.312
SMILES string: CCn1cc([N+](=O)[O-])c(C(=O)N2CCN(C(=O)c3ccco3)CC2)n1
Strongest force on any atom, eV/Å: 1.64
ΔE to the lowest compared entry with this formula, charge and spin, kJ/mol: 0.0
E, hartree: -1231.6792
Charge: 0

=====

3.
ORCA calculation (ωB97M-V/def2-TZVPD) on a cluster of 2 separate species, C5H14 in total in a non-equilibrium geometry.

Last column: Mulliken charge in e.
Cartesian coordinates (Å):
C -0.151932 -1.076451 1.673607  -0.980
C -0.765225 2.592708 -0.356788  -0.923
C 0.343019 1.834464 -1.135927  -0.401
C 0.846271 -2.133359 -0.426263  -1.303
C -0.422320 -1.739664 0.315219  -0.096
H -0.786625 2.376786 0.710017  0.277
H -0.442083 -1.596172 2.584260  0.347
H -1.044353 -2.631353 0.357498  0.355
H -0.069210 1.576216 -2.102505  0.245
H 1.218549 2.472281 -1.118348  0.349
H 0.715689 -2.440513 -1.462106  0.313
H -0.914242 -0.967408 -0.273387  0.193
H 1.603837 -1.335982 -0.397190  0.317
H 0.561845 0.880270 -0.658887  -0.150
H -1.739882 2.399094 -0.800451  0.255
H -0.671067 -0.116516 1.697574  0.190
H 1.440772 -2.919862 0.057231  0.377
H -0.636049 3.673490 -0.427708  0.342
H 0.913006 -0.848027 1.764154  0.291

Forces on the atoms, in the same order (eV/Å):
0.2 0.4 0.0
0.1 0.1 -0.3
-1.1 0.2 1.1
1.5 0.1 0.4
0.4 0.0 -0.2
0.0 -0.2 0.0
-0.1 -0.4 -0.2
-0.4 0.2 0.2
0.5 0.3 -0.5
0.3 -0.3 -0.6
-0.3 0.1 0.0
-0.3 -0.3 -0.3
-0.5 0.3 -0.3
0.2 0.1 0.1
-0.1 -0.2 0.3
0.0 0.0 0.1
-0.6 -0.3 0.1
0.1 0.0 -0.1
0.0 0.0 0.1

Calculated values
LUMO level, Eh: 0.0424
Orbital gap, hartree: 0.458
SMILES string: CCC.CC
Strongest force on any atom, eV/Å: 1.58
ΔE to the lowest compared entry with this formula, charge and spin, kJ/mol: 40.6
E, hartree: -198.8737
Charge: 0

=====

4.
ORCA calculation (ωB97M-V/def2-TZVPD) on a cluster of 2 separate species, C2H2FNO2 in total in a non-equilibrium geometry.

Last column: Mulliken charge in e.
Cartesian coordinates (Å):
F -1.517955 1.797268 -0.338854  -0.171
O -4.000420 0.410798 0.391424  -0.360
O -2.772953 -1.411414 -0.397906  -0.462
N -1.199769 0.564309 0.161071  -0.195
C -3.341500 -0.471596 0.069139  0.842
C -0.113761 0.132283 -0.160635  -0.260
H 0.565747 0.695262 -0.761988  0.291
H -0.025616 -0.775619 0.261043  0.314

Forces on the atoms, in the same order (eV/Å):
0.4 0.9 -0.5
-0.4 0.5 0.6
-1.5 1.7 1.4
-3.4 1.1 1.7
1.2 -2.9 -2.1
1.9 1.9 -1.7
0.6 0.0 -0.4
1.3 -3.3 1.0

Calculated values
LUMO level, Eh: 0.0308
Orbital gap, hartree: 0.451
SMILES string: O=C=O.C=NF
Strongest force on any atom, eV/Å: 3.96
ΔE to the lowest compared entry with this formula, charge and spin, kJ/mol: 236.3
E, hartree: -382.4404
Charge: 0

=====

5.
ORCA calculation (ωB97M-V/def2-TZVPD) on a structure of composition C3H3NS2 in a non-equilibrium geometry.

Last column: Mulliken charge in e.
Cartesian coordinates (Å):
S -0.290716 -1.077309 2.050832  -0.006
S 0.868526 0.048770 4.324722  -0.069
N -2.649608 2.045225 2.285161  -0.326
C 0.508256 -0.395003 0.526985  -0.749
C -2.174768 1.016474 2.396880  0.715
C -1.477947 -0.116022 2.563121  -0.447
H 1.060258 0.448036 0.880989  0.263
H -0.283217 -0.018425 -0.336520  0.268
H 0.982497 -1.198181 0.042094  0.352

Forces on the atoms, in the same order (eV/Å):
-1.0 1.2 -0.4
-0.2 -0.1 -0.4
-1.7 2.7 -0.1
-3.6 1.2 -1.5
1.7 -1.6 -0.7
1.0 -2.1 1.0
0.8 0.3 -0.2
1.6 -0.8 2.6
1.3 -0.8 -0.3

Calculated values
LUMO level (alpha / beta), Eh: -0.0910 / -0.0974
Orbital gap (alpha / beta), hartree: 0.241 / 0.232
Strongest force on any atom, eV/Å: 4.09
ΔE to the lowest compared entry with this formula, charge and spin, kJ/mol: 548.1
E, hartree: -967.0072
Charge: 0